Record 1
The following is a quantum chemistry calculation of a 7-piece molecular cluster, C12H36BrN6O6 overall, from the Open Molecules 2025 dataset.

Structure (ORCA input):
```
! wB97M-V def2-TZVPD RIJCOSX def2/J DEFGRID3
* xyz -1 1
Br 0.5282 0.3919 -0.3636
C 3.1639 2.7545 -2.5924
O 4.2400 3.1191 -3.0199
N 2.5050 3.3731 -1.6787
N 2.4843 1.7128 -2.8105
H 1.6275 2.9374 -1.4329
H 2.6724 4.3259 -1.3886
H 1.5956 1.4376 -2.4175
H 2.8509 1.1583 -3.5710
C -2.3927 2.4979 1.3980
O -3.2610 2.9846 2.1152
N -2.3951 1.2196 1.1801
N -1.4343 3.1135 0.6994
H -1.6614 0.8324 0.6041
H -3.0776 0.6357 1.6420
H -1.7937 4.0123 0.4111
H -0.7987 2.5096 0.1981
C 3.9156 1.5241 1.7654
O 4.8534 1.7629 2.5583
N 2.6380 1.2805 2.1355
N 3.9881 1.5107 0.4352
H 2.3383 1.3098 3.0996
H 1.8981 1.3368 1.4503
H 4.8923 1.7066 0.0301
H 3.1922 1.3302 -0.1598
C 0.3266 -2.2515 3.0195
C 0.2828 -1.0790 3.9634
C 1.6962 -0.8880 4.6547
O 0.0623 0.0605 3.2173
H 1.1079 -2.1522 2.2660
H -0.5390 -2.4281 2.3810
H 0.6819 -3.1124 3.5859
H -0.4850 -1.2631 4.7149
H 1.8511 -1.7232 5.3377
H 1.7403 -0.0760 5.3805
H 2.5719 -0.6912 4.0362
H 0.2140 -0.2889 2.3361
C -3.7257 0.6772 -1.8147
C -2.8367 0.5265 -3.0618
C -3.5112 1.0514 -4.3170
O -1.6355 1.3325 -2.7503
H -3.2378 0.0759 -1.0476
H -4.7088 0.2245 -1.9440
H -3.8173 1.6838 -1.4066
H -2.4832 -0.4955 -3.1982
H -3.9747 2.0067 -4.0705
H -4.3576 0.4023 -4.5413
H -2.7346 1.3260 -5.0308
H -1.0952 0.8569 -2.1151
C -1.4361 -3.7095 -1.6515
C -0.2807 -3.3669 -0.7735
C 0.3542 -4.4833 -0.0139
O 0.6954 -2.7927 -1.5228
H -1.7811 -2.8773 -2.2650
H -2.2902 -4.0488 -1.0654
H -0.9511 -4.4080 -2.3334
H -0.5098 -2.6002 -0.0334
H 1.2319 -4.2302 0.5809
H 0.5076 -5.4420 -0.5092
H -0.2425 -4.6930 0.8738
H 0.7402 -1.9011 -1.1696
*
```

Results
- HOMO level (eV) = -6.820
- gap between HOMO and LUMO (eV) = 9.4809
- LUMO (eV) = 2.66

Atom charges from the Löwdin analysis, given in e for atoms 1 to 6: Br 0.3136; C -0.8510; O 0.0253; N 0.1513; N 0.1516; H 0.0658



Record 2
The following is a quantum chemistry calculation of a 7-piece molecular cluster, C12H36ClN2O10 overall, from the Open Molecules 2025 dataset.

Structure (ORCA input):
```
! wB97M-V def2-TZVPD RIJCOSX def2/J DEFGRID3
* xyz -1 1
Cl 6.3159 18.7039 -18.1915
O 6.4419 20.0881 -17.9055
O 5.0197 18.3718 -17.7636
O 6.4819 18.5028 -19.5993
O 7.2766 17.9069 -17.4704
C 0.7730 23.6332 -19.9975
C -0.6548 24.1174 -20.3272
O -0.8884 23.8636 -21.6908
H 0.9618 23.8294 -18.9421
H 1.4688 24.0304 -20.7366
H 0.8154 22.5445 -19.9647
H -0.7108 25.1993 -20.2068
H -1.4121 23.5641 -19.7719
H -1.0499 22.9206 -21.7694
C 14.4805 17.3921 -16.1934
C 14.6494 17.5218 -17.7109
O 15.8840 16.9829 -18.0674
H 13.4962 17.7286 -15.8676
H 15.2902 17.9479 -15.7207
H 14.5044 16.3339 -15.9331
H 14.6746 18.5834 -17.9569
H 13.8951 16.9846 -18.2858
H 16.5945 17.4140 -17.5869
C 0.3066 17.9318 -12.1582
C 1.6684 17.2459 -11.7901
O 2.7908 17.9423 -12.2194
H 0.2020 17.9205 -13.2431
H 0.2584 18.9469 -11.7640
H -0.5463 17.3564 -11.7981
H 1.7666 16.2314 -12.1764
H 1.7877 17.1471 -10.7111
H 3.0687 17.8802 -13.1362
C 12.0091 17.4415 -24.6419
C 11.6995 18.7911 -24.0881
O 10.5057 19.2275 -24.6482
H 12.8901 16.9579 -24.2199
H 12.0692 17.5643 -25.7233
H 11.1944 16.7304 -24.5049
H 12.4999 19.5072 -24.2745
H 11.6553 18.7214 -23.0013
H 9.8052 18.9812 -24.0397
C 4.8116 11.8582 -19.7365
O 4.7525 10.6525 -19.9051
N 5.0470 12.3941 -18.5736
N 4.7429 12.7608 -20.7177
H 4.9457 11.8023 -17.7614
H 5.1280 13.3926 -18.4446
H 4.9076 13.7383 -20.5238
H 4.4027 12.5197 -21.6376
C 4.2636 24.3835 -12.4925
C 5.6076 25.0660 -12.2509
C 6.6039 24.1207 -11.6972
O 6.0756 25.4878 -13.5018
H 3.6552 24.2597 -11.5966
H 4.3724 23.4494 -13.0437
H 3.6260 25.0149 -13.1113
H 5.5737 25.9591 -11.6269
H 6.6221 23.2165 -12.3056
H 6.2867 23.8519 -10.6896
H 7.6296 24.4816 -11.7737
H 6.3079 24.7206 -14.0301
*
```

Results
- relative energy (zero: lowest compared OMol25 entry of this formula, charge and spin) (kcal per mole) = 46.47
- HOMO level (eV) = -5.880
- gap between HOMO and LUMO (eV) = 8.2627
- LUMO (eV) = 2.38

Atom charges from the Löwdin analysis, given in e for atoms 1 to 6: Cl 0.5582; O -0.3863; O -0.3883; O -0.3904; O -0.3934; C -0.0853



Record 3
The following is a quantum chemistry calculation of C12H36CrO24 as an isolated structure, from the Open Molecules 2025 dataset.

Structure (ORCA input):
```
! wB97M-V def2-TZVPD RIJCOSX def2/J DEFGRID3
* xyz -1 4
Cr -0.0017 -0.1470 0.2362
C 2.1163 -5.0970 1.5488
C 1.3473 -6.0928 1.0353
C 0.2589 -5.6947 0.0346
O -0.3986 -6.5763 -0.6938
C 0.0354 -4.3924 -0.3319
C 0.7632 -3.2743 0.2914
C 1.8620 -3.6976 1.3139
O 2.5519 -2.8633 1.8995
O 0.5420 -2.0913 0.1199
O 1.4766 -7.2257 1.6227
H 2.8607 -5.3245 2.2975
H -0.7102 -4.1722 -1.0816
C -0.1591 4.0803 0.4520
C -0.1089 5.3732 0.0732
C 0.1898 5.8242 -1.3638
O -0.0076 7.0920 -1.7600
C 0.3960 4.8753 -2.2933
C 0.4999 3.4132 -1.9342
C 0.1954 2.9828 -0.4279
O 0.2054 1.7985 -0.0690
O 0.6891 2.5300 -2.7321
O -0.2419 6.2616 1.0160
H -0.2762 3.8551 1.5017
H 0.4011 5.0759 -3.3545
O -1.1879 2.7843 -4.6250
H -2.0806 2.8092 -4.2804
H -0.6451 2.5596 -3.8693
O -3.6396 -1.4856 2.4704
H -4.5457 -1.4821 2.1619
H -3.6877 -1.8552 3.3521
O -1.0813 0.8972 4.7990
H -0.8959 0.2296 5.4595
H -2.0204 0.8158 4.6327
O -0.3563 -1.5511 3.2597
H 0.2743 -1.5221 3.9792
H -0.7539 -2.4194 3.3238
O 1.5149 -0.1874 1.6797
H 1.9669 -1.0035 1.8941
H 1.8598 0.4495 2.3055
O -2.6848 1.7113 -0.4427
H -2.2389 2.2482 0.2124
H -3.4144 1.3117 0.0309
O 0.4583 -1.7472 -3.4500
H 1.0376 -1.2298 -4.0094
H 0.9555 -2.5429 -3.2605
O -3.0367 0.4791 -3.1113
H -3.1065 0.4141 -4.0638
H -3.3076 1.3752 -2.9114
O -3.5215 -1.8425 -1.7998
H -3.5143 -0.9385 -2.1144
H -3.0078 -2.3259 -2.4469
O 1.7691 -0.1607 -1.0524
H 2.5602 -0.6734 -1.2188
H 1.8377 0.5862 -1.6469
O 4.0759 2.7539 -0.2604
H 4.7704 2.4318 0.3142
H 4.0673 2.1395 -0.9943
O -0.9946 0.7861 1.9987
H -1.0609 1.6272 2.4509
H -0.8065 0.1546 2.6929
O -1.9745 -1.2011 0.6124
H -2.5191 -1.7251 0.0249
H -2.3957 -1.2842 1.4679
O 4.2832 -1.1945 -1.7475
H 4.8538 -1.5271 -2.4403
H 4.8383 -1.1756 -0.9679
O -0.8508 -0.1609 -1.6495
H -1.7336 0.0967 -1.9152
H -0.5253 -0.6889 -2.3786
O 1.9349 1.9085 3.1974
H 1.7897 2.1161 4.1205
H 2.2538 2.7260 2.8149
*
```

Results
- ⟨S²⟩ = 3.7677
- HOMO level (spin up / spin down) (eV) = -4.200 / -4.211
- gap between HOMO and LUMO (spin up / spin down) (eV) = 4.5119 / 4.9080
- LUMO (spin up / spin down) (eV) = 0.31 / 0.70

Atom charges from the Löwdin analysis, given in e for atoms 1 to 6: Cr 1.1575; C -0.0326; C -0.3903; C -0.3287; O -0.0675; C -0.0001



Record 4
The following is a quantum chemistry calculation of a 7-piece molecular cluster, C12H36FO6 overall, from the Open Molecules 2025 dataset.

Structure (ORCA input):
```
! wB97M-V def2-TZVPD RIJCOSX def2/J DEFGRID3
* xyz -1 1
F -0.0960 -0.0273 0.0980
C 1.5340 4.3317 -0.8280
C 0.8480 3.0517 -0.7790
O 0.9410 2.2927 0.4330
H 2.4930 4.3597 -1.3550
H 1.8520 4.8827 0.2900
H 0.9880 5.0407 -1.3300
H 1.1960 2.4067 -1.6080
H -0.1840 2.8827 -0.9460
H 0.5300 1.5587 0.0900
C 3.4240 -2.5133 -1.5240
C 2.5380 -1.9603 -0.4160
O 2.4070 -0.6373 -0.6040
H 3.1560 -2.0463 -2.4780
H 3.2690 -3.7423 -1.6990
H 4.4740 -2.3463 -1.3790
H 2.7830 -2.1913 0.5780
H 1.5900 -2.0603 -0.4990
H 1.4380 -0.4113 -0.3710
C -2.7980 -4.2723 -0.3650
C -2.4840 -2.7953 -0.3040
O -1.0790 -2.5253 -0.2350
H -2.0990 -4.7163 0.2910
H -2.8820 -4.7833 -1.2830
H -3.7290 -4.4923 0.0070
H -2.8650 -2.2713 0.4740
H -3.1110 -2.1873 -1.2100
H -0.9370 -1.6643 -0.0070
C -3.0000 2.9037 2.4510
C -1.8860 2.2817 1.5080
O -2.3080 0.8957 1.1750
H -2.7380 3.9557 2.7220
H -3.3350 2.4147 3.3490
H -3.8830 2.9197 1.9410
H -0.8230 2.3297 1.9480
H -1.8760 2.9177 0.8240
H -1.6380 0.3327 0.7950
C 1.0030 -0.7293 4.5620
C 0.8070 -0.0053 3.2180
O 0.7630 -1.0303 2.2830
H 0.0570 -1.3193 4.6200
H 0.9540 -0.1243 5.5050
H 1.7530 -1.4133 4.7070
H 1.6620 0.5217 3.1030
H -0.1820 0.5697 3.4320
H 0.6260 -0.4453 1.4710
C 0.2020 0.2107 -4.6000
C 0.1190 -0.3603 -3.2010
O -0.5580 0.5777 -2.3860
H 0.5810 -0.5733 -5.1990
H 0.9640 1.0387 -4.6030
H -0.9140 0.4627 -4.8810
H 1.2250 -0.3883 -2.9070
H -0.3800 -1.3363 -3.3080
H -0.3910 0.2267 -1.5710
*
```

Results
- relative energy (zero: lowest compared OMol25 entry of this formula, charge and spin) (kcal per mole) = 160.23
- HOMO level (eV) = -6.089
- gap between HOMO and LUMO (eV) = 9.3551
- LUMO (eV) = 3.27

Atom charges from the Löwdin analysis, given in e for atoms 1 to 6: F -0.4075; C -0.0969; C -0.3304; O -0.0830; H 0.0613; H 0.1561